<P>
3 unconnected molecules or ions with the total composition C5H15N2O. Source: OMol25; level of theory: ωB97M-V/def2-TZVPD.

CARTESIAN COORDINATES (ANGSTROEM)
C (0.18, -0.01, 0.03)
C (1.49, -0.07, -0.72)
C (2.67, -0.55, 0.22)
C (2.91, 0.30, 1.41)
N (-5.05, -0.89, -1.28)
C (-3.54, -0.82, -1.09)
N (-2.72, -0.40, -0.24)
H (-0.60, -0.01, -0.72)
H (-0.06, -0.94, 0.55)
H (-0.08, 0.95, 0.48)
H (1.36, -0.72, -1.59)
H (1.78, 0.88, -1.17)
H (2.06, 1.18, 1.35)
H (2.27, -1.56, 0.44)
H (3.78, 0.95, 1.27)
H (3.05, -0.14, 2.40)
H (-5.63, -0.05, -1.17)
H (-4.79, -1.37, -0.36)
H (-3.26, -1.30, -2.04)
H (-3.24, -0.25, 0.63)
H (3.61, -0.63, -0.32)
H (1.95, 3.05, 1.32)
O (1.84, 2.41, 0.59)

Computed properties:
HOMO energy = -12.8 eV
HOMO-LUMO gap = 3.37 eV
charge = +1

<Q>
A molecular structure, C5H15N2O. Source: OMol25; level of theory: ωB97M-V/def2-TZVPD.

CARTESIAN COORDINATES (ANGSTROEM)
C (1.74, -0.11, -1.81)
C (0.28, 0.29, -1.50)
C (-0.42, -0.73, -0.65)
C (-0.07, -2.04, -0.63)
N (1.55, 0.86, 1.10)
C (0.67, 0.79, 2.14)
N (-0.05, -0.44, 2.45)
H (2.27, 0.67, -2.34)
H (1.83, -1.06, -2.37)
H (2.24, -0.28, -0.85)
H (-0.36, 0.48, -2.37)
H (0.35, 1.19, -0.92)
H (-1.00, 1.38, 0.31)
H (-1.42, -0.50, -0.42)
H (1.01, -2.23, -0.64)
H (-0.77, -2.79, -0.25)
H (2.44, 1.25, 1.42)
H (0.32, 1.74, 2.55)
H (-0.33, 0.01, 1.45)
H (-0.50, -0.39, 3.35)
H (-4.05, 0.69, 0.22)
H (-2.46, 0.71, 0.15)
O (-3.29, 0.49, -0.36)

Computed properties:
HOMO energy = -13.7 eV
HOMO-LUMO gap = 4.64 eV
charge = +1

What should be chosen as the most stable of them? Choose <P>.

<P>
A gas-phase ion, C5H15N2O (charge +1). Source: OMol25; level of theory: ωB97M-V/def2-TZVPD.

CARTESIAN COORDINATES (ANGSTROEM)
C (0.59, 2.54, 0.82)
C (-0.11, 1.67, 1.88)
N (-0.53, 0.35, 1.40)
C (0.46, -0.46, 0.65)
C (-0.31, -1.24, -0.40)
N (-0.96, -0.20, -1.25)
C (0.60, -2.10, -1.30)
O (-0.08, -2.30, -2.54)
H (0.65, 3.57, 1.17)
H (1.60, 2.24, 0.55)
H (-0.03, 2.55, -0.08)
H (0.56, 1.63, 2.76)
H (-1.01, 2.17, 2.24)
H (-1.02, -0.17, 2.12)
H (1.14, -1.05, 1.26)
H (1.11, 0.29, 0.19)
H (-1.07, -1.86, 0.06)
H (-1.62, -0.62, -1.92)
H (-1.41, 0.45, -0.60)
H (-0.31, 0.23, -1.91)
H (1.46, -1.52, -1.64)
H (0.79, -3.03, -0.77)
H (-0.49, -3.16, -2.70)

Computed properties:
SMILES string = CCNC[C@@H]([NH3+])CO
HOMO energy = -13.1 eV
HOMO-LUMO gap = 10.12 eV
charge = +1

<Q>
2 unconnected molecules or ions with the total composition C5H15N2O. Source: OMol25; level of theory: ωB97M-V/def2-TZVPD.

CARTESIAN COORDINATES (ANGSTROEM)
N (4.96, 0.59, -0.19)
C (-1.15, 0.56, -0.14)
C (0.17, 0.31, 0.55)
C (1.05, -0.59, -0.31)
O (2.32, -1.05, 0.44)
C (-2.46, 1.05, 0.41)
N (-3.59, 0.21, -0.17)
C (-3.20, -1.31, 0.02)
H (4.99, 0.58, -1.23)
H (4.86, 1.52, 0.14)
H (5.88, 0.20, 0.14)
H (-0.99, 0.89, -1.18)
H (0.81, 1.21, 0.80)
H (-0.01, -0.21, 1.55)
H (1.25, -0.27, -1.35)
H (0.46, -1.53, -0.28)
H (3.04, -0.47, 0.19)
H (-2.59, 0.95, 1.50)
H (-2.72, 2.09, 0.13)
H (-3.51, 0.39, -1.22)
H (-3.89, -1.80, -0.65)
H (-2.18, -1.70, -0.18)
H (-3.51, -1.63, 1.03)

Computed properties:
HOMO energy = -13.3 eV
HOMO-LUMO gap = 5.79 eV
charge = +1

<R>
2 unconnected molecules or ions with the total composition C5H15N2O. Source: OMol25; level of theory: ωB97M-V/def2-TZVPD.

CARTESIAN COORDINATES (ANGSTROEM)
C (-1.22, -1.01, 2.96)
C (-0.09, -0.25, 2.32)
C (-0.45, 0.54, 1.06)
C (-0.51, -0.19, -0.27)
N (0.10, -1.63, -2.59)
C (0.90, -0.68, -2.18)
N (0.75, -0.10, -1.01)
H (-1.88, -0.39, 3.56)
H (-1.92, -1.52, 2.28)
H (-0.85, -1.86, 3.54)
H (0.40, 0.40, 3.05)
H (0.72, -0.94, 2.04)
H (-1.44, 0.95, 1.25)
H (0.25, 1.36, 0.97)
H (-1.34, 0.17, -0.87)
H (-0.78, -1.22, -0.06)
H (-0.58, -2.03, -1.96)
H (0.32, -2.17, -3.41)
H (1.66, -0.27, -2.84)
H (1.54, 0.37, -0.58)
H (0.09, 2.86, -1.23)
H (0.34, 3.02, 0.35)
O (0.69, 2.75, -0.49)

Computed properties:
HOMO energy = -14.4 eV
HOMO-LUMO gap = 10.85 eV
charge = +1

<S>
2 unconnected molecules or ions with the total composition C5H15N2O. Source: OMol25; level of theory: ωB97M-V/def2-TZVPD.

CARTESIAN COORDINATES (ANGSTROEM)
C (1.63, 2.06, -0.17)
C (2.24, -1.69, 0.12)
C (-2.53, -0.36, 0.98)
C (-0.75, -0.02, -0.74)
C (1.47, 0.69, 0.31)
N (2.13, -0.24, -0.30)
N (-2.26, 0.13, -0.36)
O (0.97, 0.56, 1.48)
H (1.81, 2.91, 0.58)
H (2.34, 2.07, -0.95)
H (0.61, 2.20, -0.78)
H (1.50, -2.33, -0.26)
H (3.31, -2.17, -0.13)
H (2.40, -1.63, 1.24)
H (-2.22, -1.38, 0.92)
H (-1.90, 0.27, 1.59)
H (-3.60, -0.17, 1.22)
H (-0.51, -1.09, -1.00)
H (-0.50, 0.49, -1.65)
H (2.30, -0.14, -1.28)
H (-2.89, -0.12, -1.07)
H (-2.55, 1.17, -0.42)
H (0.85, -0.48, 1.69)

Computed properties:
HOMO energy = -10.9 eV
HOMO-LUMO gap = 8.19 eV
charge = +1

What should be chosen as the most stable of them? Choose <R>.

<P>
2 unconnected molecules or ions with the total composition C4H14NO2. Source: OMol25; level of theory: ωB97M-V/def2-TZVPD.

CARTESIAN COORDINATES (ANGSTROEM)
C (0.43, -0.97, -1.53)
C (0.76, -1.06, -0.04)
C (-0.37, -1.67, 0.76)
C (-1.36, -0.70, 1.46)
O (-1.57, 0.45, 0.65)
N (1.10, 0.36, 0.48)
H (0.78, -0.08, -2.06)
H (-0.64, -1.03, -1.75)
H (0.86, -1.85, -2.05)
H (1.73, -1.53, 0.06)
H (-0.99, -2.23, 0.07)
H (0.01, -2.34, 1.53)
H (-2.30, -1.25, 1.60)
H (-0.96, -0.45, 2.45)
H (-2.38, 0.89, 0.96)
H (0.85, 0.42, 1.49)
H (2.13, 0.52, 0.31)
H (0.55, 1.06, 0.00)
H (1.01, 3.44, -2.16)
H (0.16, 2.13, -1.70)
O (0.85, 2.77, -1.49)

Computed properties:
multiplicity = 2
HOMO energy (spin up / spin down) = -3.0 / -10.9 eV
HOMO-LUMO gap (spin up / spin down) = 3.67 / 11.32 eV

<Q>
2 unconnected molecules or ions with the total composition C4H14NO2. Source: OMol25; level of theory: ωB97M-V/def2-TZVPD.

CARTESIAN COORDINATES (ANGSTROEM)
C (-0.14, 1.80, 0.46)
O (-0.92, 1.57, 1.67)
C (-0.46, 0.64, -0.53)
C (0.81, 0.18, -1.26)
C (0.51, -0.95, -2.26)
N (-1.06, -0.54, 0.21)
H (-0.24, 2.86, 0.23)
H (0.92, 1.63, 0.80)
H (-0.30, 1.62, 2.40)
H (-1.25, 1.08, -1.16)
H (1.28, 1.11, -1.61)
H (1.66, -0.22, -0.65)
H (-0.43, -0.85, -2.78)
H (1.29, -1.11, -3.03)
H (0.59, -1.96, -1.84)
H (-1.03, -1.43, -0.36)
H (-2.07, -0.39, 0.36)
H (-0.47, -0.61, 1.13)
H (1.19, -1.54, 2.37)
H (-0.20, -1.70, 3.24)
O (0.31, -1.19, 2.61)

Computed properties:
multiplicity = 2
HOMO energy (spin up / spin down) = -2.9 / -10.9 eV
HOMO-LUMO gap (spin up / spin down) = 3.64 / 11.43 eV

<R>
2 unconnected molecules or ions with the total composition C4H14NO2. Source: OMol25; level of theory: ωB97M-V/def2-TZVPD.

CARTESIAN COORDINATES (ANGSTROEM)
C (-1.91, -0.25, -0.77)
O (-2.95, -1.11, -0.26)
C (-0.60, -0.81, -0.28)
C (0.58, 0.02, -0.69)
C (1.93, -0.54, -0.23)
N (-0.68, -0.84, 1.23)
H (-1.93, -0.25, -1.86)
H (-2.06, 0.77, -0.39)
H (-3.81, -0.90, -0.66)
H (-0.53, -1.86, -0.58)
H (0.62, 0.15, -1.79)
H (0.49, 1.03, -0.34)
H (2.75, -0.07, -0.79)
H (2.15, -0.29, 0.81)
H (2.05, -1.61, -0.40)
H (-0.76, 0.15, 1.62)
H (0.15, -1.30, 1.69)
H (-1.54, -1.35, 1.52)
H (1.94, 3.14, 1.50)
H (2.34, 3.19, 0.01)
O (1.78, 2.73, 0.65)

Computed properties:
multiplicity = 2
HOMO energy (spin up / spin down) = -3.1 / -11.0 eV
HOMO-LUMO gap (spin up / spin down) = 3.78 / 11.60 eV

What should be chosen as the most stable of them? Choose <R>.